No. 1
Below is a cluster of 2 separate species, C5H3Cl2F2NS2 in total in a non-equilibrium geometry, with properties calculated with ωB97M-V/def2-TZVPD.

```
! wB97M-V def2-TZVPD RIJCOSX def2/J DEFGRID3
* xyz 0 1
C 1.91305 1.60441 -1.02917
C 0.79069 0.85983 -0.80293
C 2.49105 0.80231 0.91965
C -1.96238 0.27323 0.77024
C -2.04633 -1.92949 -0.41063
N 2.84101 1.51901 -0.08219
F -0.78507 -1.94052 -0.93230
F -2.48446 -3.17896 -0.36851
S 0.82309 0.17897 0.73879
S -2.15443 -1.23336 1.39282
Cl 3.35895 0.24155 2.28576
Cl -1.96823 1.63247 1.81704
H 2.21526 2.05777 -1.91597
H -0.22175 0.55936 -1.38122
H -2.81045 -1.44660 -1.00138
*
```

LUMO = -1.010 eV
ΔE to the lowest compared entry with this formula, charge and spin = 54.8 kJ/mol
Kohn-Sham gap = 7.97 eV
E_HOMO = -8.975 eV

***

No. 2
Below is the molecule C5H3F in a non-equilibrium geometry, with properties calculated with ωB97M-V/def2-TZVPD.

```
! wB97M-V def2-TZVPD RIJCOSX def2/J DEFGRID3
* xyz 0 1
C 1.85322 -0.41134 0.96308
C 2.75116 -0.01534 -0.01195
C -0.15552 0.42528 -0.08211
C 0.62594 -0.72193 0.10048
C 1.95114 -0.87108 -0.72664
F 3.95305 0.48661 -0.06470
H -1.22575 0.39966 -0.00371
H 0.31489 1.36066 -0.32208
H 0.11153 -1.65234 0.30884
*
```

LUMO (alpha / beta) = -0.568 / -0.349 eV
ΔE to the lowest compared entry with this formula, charge and spin = 319.3 kJ/mol
Kohn-Sham gap (alpha / beta) = 8.08 / 8.04 eV
E_HOMO (alpha / beta) = -8.644 / -8.389 eV

***

No. 3
Below is a cluster of 2 separate species, C5H3F3 in total in a non-equilibrium geometry, with properties calculated with ωB97M-V/def2-TZVPD.

```
! wB97M-V def2-TZVPD RIJCOSX def2/J DEFGRID3
* xyz 0 1
C 1.22308 2.11158 -0.01917
C 0.59192 1.21629 -0.48639
C -1.02259 -0.96211 0.22492
C -0.18418 -1.35361 1.09456
C -0.12036 0.24005 -1.20599
F -2.34129 -0.81554 0.37084
F -0.43406 -1.95472 2.22144
F 1.10137 -1.21488 0.95768
H 1.91837 2.71386 0.45487
H -1.05685 0.46864 -1.72906
H 0.32459 -0.44957 -1.88371
*
```

LUMO = 0.540 eV
ΔE to the lowest compared entry with this formula, charge and spin = 367.9 kJ/mol
Kohn-Sham gap = 10.25 eV
E_HOMO = -9.714 eV

***

No. 4
Below is the ion C5H3F6N2O2 with charge -1 in a non-equilibrium geometry, with properties calculated with ωB97M-V/def2-TZVPD.

```
! wB97M-V def2-TZVPD RIJCOSX def2/J DEFGRID3
* xyz -1 3
C 1.18544 2.02688 0.02046
C 1.98788 0.73048 -0.05710
C 1.53969 -0.58282 0.54191
C 0.34531 -1.29005 -0.25964
C -3.02059 -0.15128 -0.29721
N -1.74860 -0.52345 -0.74967
N -0.92888 -0.77084 0.15483
O 1.05889 3.06761 -0.58745
O 2.39655 1.68289 0.91447
F 2.78344 0.41080 -1.15009
F 2.57147 -1.52352 0.66849
F 1.13613 -0.40530 1.84916
F 0.56829 -1.39428 -1.59830
F 0.30737 -2.63107 0.10104
F 0.09256 1.77132 0.94748
H -3.57915 0.52259 -1.06164
H -3.58326 -1.11145 -0.21429
H -3.11254 0.17148 0.77755
*
```

LUMO (alpha / beta) = 3.407 / 0.724 eV
Kohn-Sham gap (alpha / beta) = 8.01 / 5.56 eV
E_HOMO (alpha / beta) = -4.598 / -4.836 eV

***

No. 5
Below is a structure of composition C5H3FeO6 in a non-equilibrium geometry, with properties calculated with ωB97M-V/def2-TZVPD.

```
! wB97M-V def2-TZVPD RIJCOSX def2/J DEFGRID3
* xyz 2 6
O 5.65190 -0.98745 -0.19397
C 4.52621 -1.12431 -0.41593
Fe 0.26022 0.04394 0.05868
O 1.60675 -2.02035 -1.48713
C 0.98013 -1.25106 -0.92182
C -0.52784 1.38517 1.07086
O -0.85490 2.24599 1.73643
C 0.34078 1.20716 -1.33636
O 0.58003 1.96183 -2.15500
C 0.08819 -1.07040 1.48520
O 0.17101 -1.72550 2.41293
H 1.43339 0.46332 0.50241
O -1.92367 -0.59590 -0.65351
H -2.33517 -0.76534 0.19561
H -2.23063 0.23398 -1.02247
*
```

LUMO (alpha / beta) = -10.369 / -14.574 eV
Kohn-Sham gap (alpha / beta) = 8.75 / 4.77 eV
E_HOMO (alpha / beta) = -19.117 / -19.343 eV

***

No. 6
Below is the ion C5H3INO3 with charge -1 in a non-equilibrium geometry, with properties calculated with ωB97M-V/def2-TZVPD.

```
! wB97M-V def2-TZVPD RIJCOSX def2/J DEFGRID3
* xyz -1 1
C 0.34460 -0.35173 -0.13658
C 0.29424 -0.37920 1.27378
C -0.68889 0.52834 -0.50598
C 1.36522 -1.06262 2.15779
C -1.08763 0.86578 -1.87198
N -1.33988 1.03611 0.53260
O 2.32676 -0.28346 2.19489
O 1.06288 -2.20266 2.50017
O -0.71174 0.47579 1.64201
I 1.73418 -1.53715 -1.12989
H -2.06088 1.38753 -1.89365
H -0.35621 1.66859 -2.24473
H -0.88267 -0.14533 -2.51843
*
```

SMILES string = Cc1noc(C(=O)[O-])c1I
LUMO = 2.733 eV
ΔE to the lowest compared entry with this formula, charge and spin = 20.5 kJ/mol
Kohn-Sham gap = 7.51 eV
E_HOMO = -4.777 eV